A molecular structure, C43H56BN9O5SSeSiTi at a distorted geometry. Source: the OMol25 dataset; level of theory: the ωB97M-V functional and the def2-TZVPD basis.

The geometry in XYZ format:
```
118
Properties=species:S:1:pos:R:3:forces:R:3
Ti -0.6628 0.3795 0.7519 -0.1 0.3 0.0
C 0.1322 -1.4716 4.9167 0.0 -0.1 0.0
C -0.8221 -1.6492 3.9028 -0.1 -0.1 0.0
N -1.0821 -0.5099 3.2794 0.4 0.1 0.1
N -0.3049 0.4292 3.8877 -0.2 0.0 -0.1
C 0.4271 -0.1289 4.8736 0.1 0.0 -0.1
B -0.6350 1.9400 3.7394 0.0 -0.1 -0.1
N -2.0543 2.0320 3.1218 0.2 0.1 -0.1
C -3.1734 2.6533 3.5324 0.0 0.0 0.1
C -4.1833 2.3858 2.6374 0.0 0.1 0.0
C -3.5779 1.5954 1.6606 0.0 -0.1 0.1
N -2.2959 1.4007 1.9411 0.0 0.2 -0.1
N 0.3013 2.6413 2.7168 -0.1 -0.1 0.0
C 0.8511 3.8594 2.7465 0.1 0.1 0.0
C 1.2626 4.1915 1.4682 0.0 0.1 0.0
C 0.8998 3.1042 0.6892 0.0 -0.1 0.0
N 0.3153 2.1619 1.4406 0.4 0.5 0.5
N -0.5291 2.5724 5.1226 0.0 0.2 -0.2
C -1.4231 2.5412 6.1432 0.1 -0.1 0.0
C -0.7987 3.0060 7.2703 0.1 0.1 0.1
C 0.5137 3.2873 6.8426 0.1 0.0 0.0
N 0.6815 3.0138 5.5585 -0.3 0.0 0.2
H 0.5283 -2.2103 5.5951 0.0 0.1 -0.1
H -1.3332 -2.5551 3.6057 0.1 0.1 0.0
H 1.1038 0.4684 5.4668 -0.1 0.0 0.0
H -3.1828 3.2514 4.4264 0.0 0.0 -0.1
H -5.2026 2.7322 2.6690 0.1 0.0 0.0
H -4.0170 1.1667 0.7802 0.0 0.0 0.0
H 0.9226 4.4025 3.6733 0.0 -0.1 0.0
H 1.7440 5.1006 1.1466 0.0 -0.1 0.0
H 1.0349 2.9427 -0.3655 0.0 0.0 0.0
H -2.4219 2.1581 6.0155 0.1 0.0 0.0
H -1.2206 3.1213 8.2560 0.0 0.0 -0.1
H 1.3451 3.6702 7.4169 -0.1 0.0 0.0
O -1.4115 -3.4999 0.6641 -0.3 -0.2 0.0
C -0.8398 -2.4567 0.7836 0.1 0.5 -0.1
O -1.3216 -1.2661 0.4033 -0.2 -1.4 0.2
C 0.5236 -2.3438 1.4109 0.1 0.1 -0.1
C 1.1671 -3.4899 1.8988 -0.1 -0.1 -0.1
C 2.3752 -3.3425 2.5002 0.2 -0.1 0.0
C 2.9456 -2.0570 2.6106 0.1 0.0 0.1
C 4.1958 -1.8382 3.2436 0.0 -0.1 0.0
C 4.7104 -0.5816 3.3414 0.0 0.1 0.0
C 4.0062 0.5159 2.7886 0.1 -0.1 0.1
C 2.8035 0.3369 2.1745 -0.1 -0.1 0.0
C 2.2311 -0.9559 2.0946 -0.1 0.1 -0.2
N 1.0016 -1.1278 1.5109 0.0 -0.1 0.3
H 0.6623 -4.4399 1.8077 0.0 0.0 -0.1
H 2.9097 -4.1958 2.9018 0.0 0.0 0.0
H 4.7301 -2.6907 3.6474 0.0 0.0 0.0
H 5.6632 -0.4188 3.8293 0.0 0.0 0.0
H 4.4314 1.5100 2.8523 0.0 0.0 0.0
H 2.2796 1.1635 1.7266 0.0 0.0 0.0
C 1.7749 -3.9777 -3.5464 0.0 0.2 0.0
C 0.7422 -3.8659 -2.4250 0.1 0.1 0.1
C 1.0851 -4.8467 -1.3158 0.0 -0.1 0.1
C -0.6507 -4.1531 -2.9601 -0.1 0.0 0.0
O 0.7167 -2.5433 -1.8172 -0.1 0.1 -0.2
Si 1.6313 -1.2252 -2.1454 0.1 -0.2 0.2
S 1.0951 0.4163 -0.9128 0.0 0.3 -0.2
O 3.1718 -1.6540 -1.7945 -0.1 0.0 0.1
C 4.4647 -1.0649 -1.9739 -0.1 0.0 -0.1
C 4.4498 0.4256 -1.6620 -0.1 0.1 0.0
C 5.3762 -1.7921 -0.9989 0.0 -0.1 0.1
C 4.9089 -1.3033 -3.4127 0.0 0.0 -0.1
O 1.6346 -0.7770 -3.7093 0.1 -0.1 -0.1
C 0.7075 -0.2251 -4.6593 0.0 0.1 0.1
C 1.1272 -0.7610 -6.0195 0.1 -0.1 -0.1
C -0.7189 -0.6530 -4.3408 0.0 0.0 0.0
C 0.8470 1.2901 -4.6112 0.0 0.1 0.0
H 1.7222 -4.9796 -3.9769 0.0 0.0 0.0
H 2.7837 -3.8112 -3.1633 -0.1 0.0 0.0
H 1.5864 -3.2483 -4.3385 0.0 -0.1 0.1
H 1.2282 -5.8469 -1.7334 0.0 0.0 0.0
H 0.2743 -4.8902 -0.5858 0.1 0.0 0.0
H 2.0059 -4.5366 -0.8148 0.0 0.0 -0.1
H -0.7282 -5.2067 -3.2404 0.0 0.0 0.0
H -0.8630 -3.5512 -3.8454 0.0 -0.1 0.1
H -1.3996 -3.9350 -2.1966 0.0 0.0 0.0
H 4.0725 0.6032 -0.6518 0.1 0.0 -0.1
H 3.8058 0.9660 -2.3632 0.1 0.0 0.0
H 5.4638 0.8253 -1.7402 0.0 0.0 0.0
H 5.0270 -1.6328 0.0254 0.0 0.0 0.0
H 6.4024 -1.4265 -1.0840 0.0 0.0 0.0
H 5.3653 -2.8646 -1.2063 0.0 0.0 0.0
H 4.2142 -0.8241 -4.1055 0.0 0.0 0.0
H 4.9281 -2.3747 -3.6301 0.0 0.1 0.0
H 5.9106 -0.8955 -3.5728 0.0 0.0 0.0
H 0.8744 -1.8206 -6.1139 0.0 0.0 0.0
H 2.2063 -0.6484 -6.1477 -0.1 0.0 0.0
H 0.6192 -0.2124 -6.8164 0.0 -0.1 0.0
H -0.7519 -1.7196 -4.1124 0.0 0.2 -0.1
H -1.3677 -0.4642 -5.2006 0.0 0.0 0.1
H -1.1107 -0.1077 -3.4836 0.0 0.0 0.1
H 1.8765 1.5811 -4.8388 -0.1 0.0 0.0
H 0.5867 1.6545 -3.6158 0.0 0.0 0.0
H 0.1789 1.7573 -5.3404 0.0 0.0 0.0
C -7.7874 2.4667 -1.9939 0.1 0.0 0.0
C -6.3146 2.2274 -1.7698 0.0 0.0 0.0
C -5.4489 3.2754 -1.4781 0.0 0.1 0.0
C -4.0891 3.0703 -1.2611 -0.1 0.1 0.0
C -3.2075 4.2518 -0.9326 -0.1 -0.1 0.0
C -3.5835 1.7657 -1.3485 0.0 0.2 0.1
Se -1.6782 1.5384 -1.2045 0.2 -0.1 -0.6
C -4.4285 0.6926 -1.6504 0.0 -0.1 -0.1
C -3.9444 -0.7322 -1.7770 -0.1 0.0 -0.1
C -5.7836 0.9480 -1.8496 0.0 -0.1 0.0
H -8.0240 3.5303 -1.9606 0.0 0.0 0.0
H -8.3877 1.9635 -1.2323 0.0 0.0 0.0
H -8.1036 2.0800 -2.9648 0.0 0.0 0.0
H -5.8410 4.2867 -1.4147 0.0 0.0 0.0
H -3.8056 5.1577 -0.8276 0.0 0.0 0.0
H -2.4615 4.4163 -1.7134 0.0 0.0 0.0
H -2.6564 4.0839 -0.0044 0.0 0.0 0.0
H -2.8758 -0.8235 -1.6184 0.1 0.0 0.0
H -4.1703 -1.1200 -2.7738 0.0 0.0 0.0
H -4.4499 -1.3792 -1.0564 0.0 0.0 0.0
H -6.4396 0.1139 -2.0895 0.0 0.0 0.0
```
Forces are in eV/Å.

Values from the calculation:
**Orbital gap**: 6.886 eV
**E_tot**: -177011.5828 eV
**Energy above the lowest of the compared OMol25 structures with the same formula, charge and spin**: 17.78 kcal per mole
**HOMO**: -7.57 eV
**Multiplicity**: 1

These are the Mulliken partial charges, in e, on atoms 1 to 5: 0.0869 -1.2342 -0.6275 -0.6914 2.0246

A molecular structure, C43H56BiCl3N3O7P2 at a distorted geometry. Source: the OMol25 dataset; level of theory: the ωB97M-V functional and the def2-TZVPD basis.

The geometry in XYZ format:
```
115
Properties=species:S:1:pos:R:3:forces:R:3
Bi -0.2509 -0.0886 -0.2277 -0.5 0.8 -0.3
C 0.1145 -5.3285 -0.6949 0.0 0.3 -0.1
C -0.1408 -4.0226 0.0456 -0.2 0.2 0.0
C 0.1606 -4.1680 1.5316 0.0 0.1 -0.1
P 0.7146 -2.5068 -0.6915 1.2 -1.2 0.0
C 1.5952 -3.0009 -2.2878 -0.2 0.1 0.1
C 2.7191 -2.0097 -2.5844 0.1 0.0 0.1
C 0.7235 -3.1390 -3.5268 -0.1 -0.2 0.1
C 2.2068 -2.3946 0.3583 -0.1 0.1 0.0
C 3.0541 -3.4905 0.4718 0.2 0.1 0.1
C 4.2016 -3.4732 1.2440 0.0 -0.2 -0.1
C 5.0711 -4.6887 1.3845 0.0 0.1 0.0
C 4.5125 -2.2911 1.9133 -0.1 0.0 -0.1
C 3.6985 -1.1892 1.8183 0.1 0.1 0.1
C 2.5152 -1.2025 1.0472 0.2 -0.5 0.1
N 1.6442 -0.1712 1.0393 0.1 -0.1 -0.3
C 1.9743 1.1046 1.4597 0.1 0.5 0.4
C 3.1317 1.7800 1.0787 0.0 0.0 0.0
C 3.3091 3.1037 1.4292 0.0 -0.1 0.0
C 2.3493 3.7917 2.1585 -0.1 0.1 0.1
C 2.5235 5.2437 2.5008 0.0 -0.1 0.0
C 1.2038 3.1160 2.5578 0.2 0.0 -0.1
C 1.0136 1.7829 2.2341 -0.1 -0.4 0.0
P -0.4045 0.7083 2.6768 -0.4 1.3 1.5
C -1.7750 1.9594 2.9490 0.3 -0.2 -0.1
C -2.9752 1.2849 3.6087 0.2 0.1 0.0
C -2.1647 2.5141 1.5813 0.1 0.1 0.1
C 0.0569 0.2732 4.4620 -0.1 -0.2 -0.3
C 1.2603 -0.6640 4.4144 -0.2 0.0 0.0
C 0.3343 1.4371 5.4049 -0.2 -0.1 -0.2
H -0.4588 -6.1228 -0.2166 -0.1 -0.1 0.0
H 1.1630 -5.6168 -0.6669 0.1 -0.1 0.0
H -0.2062 -5.2514 -1.7286 0.0 -0.1 -0.2
H -1.1982 -3.7845 -0.0585 0.1 0.0 0.0
H 1.1730 -4.5209 1.7104 0.0 0.0 0.1
H -0.5395 -4.8826 1.9648 -0.1 -0.1 0.0
H 0.0231 -3.2096 2.0229 0.0 0.0 0.2
H 2.0448 -3.9758 -2.0636 -0.1 0.1 0.1
H 2.3083 -1.0302 -2.8028 0.0 0.1 -0.1
H 3.2867 -2.3535 -3.4498 0.0 -0.1 -0.1
H 3.4010 -1.9118 -1.7427 0.1 0.0 0.0
H 0.2812 -2.1807 -3.7811 -0.1 0.1 -0.1
H -0.0804 -3.8544 -3.3903 -0.1 0.0 -0.1
H 1.3470 -3.4677 -4.3598 0.0 0.0 -0.1
H 2.8138 -4.3958 -0.0687 0.0 -0.1 0.0
H 4.7020 -5.4951 0.7562 0.0 -0.1 -0.1
H 5.0792 -5.0365 2.4182 0.0 -0.1 0.1
H 6.0996 -4.4690 1.1018 0.1 -0.1 0.0
H 5.4070 -2.2463 2.5220 0.1 0.0 0.1
H 3.9545 -0.2898 2.3606 0.0 0.0 0.0
H 3.8595 1.2797 0.4565 0.1 -0.1 -0.1
H 4.2010 3.6200 1.1007 0.1 0.1 0.0
H 3.3984 5.6470 1.9991 0.1 0.1 0.0
H 2.6522 5.3811 3.5760 0.0 0.1 0.0
H 1.6479 5.8120 2.1897 0.0 0.1 0.0
H 0.4583 3.6629 3.1195 -0.1 0.0 0.1
H -1.4231 2.7785 3.5841 0.0 0.0 0.0
H -3.2850 0.4227 3.0195 -0.1 -0.1 0.0
H -3.8108 1.9835 3.6650 -0.1 0.0 0.0
H -2.7501 0.9467 4.6198 0.0 0.0 0.1
H -2.6097 1.7320 0.9680 -0.1 -0.1 -0.1
H -1.2993 2.9101 1.0512 0.0 0.1 -0.1
H -2.8975 3.3131 1.6944 -0.1 0.1 0.0
H -0.8071 -0.2941 4.8340 0.1 0.0 -0.1
H 2.1484 -0.1148 4.1088 0.1 0.0 0.0
H 1.0973 -1.4631 3.6942 0.1 -0.2 0.0
H 1.4450 -1.1027 5.3962 0.1 0.0 0.1
H 1.1400 2.0540 5.0139 0.1 0.1 0.0
H 0.6433 1.0502 6.3769 0.0 0.0 0.1
H -0.5453 2.0593 5.5508 -0.1 0.1 0.0
Cl -6.4071 -4.9102 4.0328 -0.2 -0.2 0.2
C -5.3191 -3.9157 3.1212 0.1 0.1 -0.1
C -5.7382 -3.3941 1.9088 -0.1 -0.1 0.0
C -4.8716 -2.5924 1.1891 0.1 0.1 0.0
C -3.5982 -2.3333 1.6736 0.0 0.1 0.0
C -3.1923 -2.8696 2.8879 0.0 0.1 -0.1
C -4.0560 -3.6548 3.6268 -0.1 -0.1 0.1
C -2.6632 -1.4469 0.8964 0.0 -0.4 0.4
O -3.1158 -0.6167 0.1101 -0.3 0.4 -0.3
O -1.4305 -1.6196 1.1475 0.0 -0.5 -0.1
H -6.7316 -3.6142 1.5475 -0.1 0.0 0.0
H -5.1659 -2.1490 0.2490 0.0 0.0 -0.1
H -2.1967 -2.6476 3.2402 0.1 0.0 0.1
H -3.7588 -4.0589 4.5825 0.0 -0.1 0.1
Cl 3.6716 2.5115 -2.6578 0.6 0.1 0.0
C 1.9305 2.6753 -2.8821 -0.3 0.1 0.3
Cl 1.4564 2.1054 -4.4721 -0.1 0.0 -0.5
C 1.2488 1.8415 -1.7774 0.4 0.7 -0.4
O 0.7999 2.4602 -0.8248 -0.3 0.4 0.4
O 1.2675 0.5986 -1.9459 -0.1 -0.8 0.1
H 1.6810 3.7319 -2.7928 0.0 -0.3 0.0
C -4.8161 1.2910 -2.1226 0.1 0.1 -0.2
C -4.1097 1.6146 -3.4371 -0.1 -0.1 0.0
C -3.1007 0.5132 -3.8127 -0.2 0.6 -0.1
C -2.4890 0.7690 -5.2090 0.0 -0.1 0.0
C -1.4529 -0.2764 -5.6114 -0.1 0.2 0.0
C -3.8333 -0.8112 -3.8634 0.2 0.0 0.1
O -4.8363 -0.9984 -4.5206 -0.1 0.1 -0.1
N -3.2753 -1.8177 -3.1357 0.0 -0.5 0.2
C -2.0762 -1.7509 -2.4099 -0.7 -0.1 -0.6
O -1.6309 -2.7871 -1.9363 -0.3 -0.4 0.1
N -1.4804 -0.5768 -2.2822 0.8 0.1 0.2
C -1.9699 0.5722 -2.7795 -0.5 -0.3 -0.5
O -1.5021 1.6480 -2.4512 0.0 0.2 0.0
H -5.4070 2.1441 -1.7916 -0.1 0.0 0.1
H -4.0954 1.0433 -1.3450 0.0 0.0 0.1
H -5.4830 0.4391 -2.2489 -0.1 -0.1 0.1
H -3.5516 2.5465 -3.3332 0.0 -0.1 -0.1
H -4.8458 1.7210 -4.2371 0.1 0.0 -0.1
H -2.0165 1.7531 -5.1934 -0.1 0.0 0.1
H -3.3002 0.7805 -5.9414 0.0 0.1 0.1
H -0.6344 -0.2922 -4.8957 0.2 -0.1 0.0
H -1.0423 -0.0334 -6.5897 0.1 0.0 -0.1
H -1.8913 -1.2723 -5.6658 0.0 -0.1 0.0
H -3.7397 -2.7177 -3.1453 0.1 0.1 -0.1
```
Forces are in eV/Å.

Values from the calculation:
**Charge**: -1
**Orbital gap**: 6.811 eV
**E_tot**: -126295.8176 eV
**Energy above the lowest of the compared OMol25 structures with the same formula, charge and spin**: 12.97 kcal per mole
**HOMO**: -4.41 eV
**Multiplicity**: 1

These are the Mulliken partial charges, in e, on atoms 1 to 5: 3.3919 -1.5545 1.1985 -1.0905 0.9478